[1]
Below is a structure of composition C36H40MoN7O7 at a distorted geometry, with properties calculated with ωB97M-V with the def2-TZVPD basis set.

For the HOMO-LUMO gap (alpha / beta), the calculation gives 7.221 / 6.429 eV. The calculation puts the energy relative to the best compared isomer or geometry (same formula, charge and spin) at 0.54 kcal/mol. Its expectation value of S² is 2.01. The multiplicity is 3. As for the net charge: +3. For the HOMO energy (alpha / beta), the calculation gives -15.834 / -15.833 eV. The calculation puts the largest force on an atom at 1.399 eV Å⁻¹.

Atoms and positions in Å:
Mo: -0.2108 0.1288 -0.0018
C: 4.5662 3.1170 -0.2052
N: 3.1286 2.8361 -0.0383
C: 2.2774 4.0040 0.2630
C: 2.6286 1.6302 -0.1208
O: 1.3812 1.4568 -0.0347
C: 3.5297 0.4155 -0.3271
O: 2.8631 -0.7731 0.0367
C: 3.0310 -1.1188 1.3964
C: 1.9497 -0.4689 2.2511
O: 0.8064 -0.3173 1.7245
N: 2.1747 -0.1275 3.4891
C: 3.4507 -0.4322 4.1745
C: 1.1696 0.5889 4.2947
H: 4.6643 4.0320 -0.7846
H: 5.0692 2.3227 -0.7465
H: 5.0398 3.2655 0.7648
H: 2.7519 4.5585 1.0711
H: 1.2859 3.6815 0.5582
H: 2.2058 4.6406 -0.6165
H: 4.4543 0.5297 0.2389
H: 3.8008 0.3396 -1.3816
H: 4.0268 -0.8524 1.7430
H: 2.9242 -2.2007 1.4827
H: 4.1721 0.3702 4.0254
H: 3.8602 -1.3794 3.8403
H: 3.2411 -0.5190 5.2364
H: 0.3820 0.9767 3.6599
H: 1.6697 1.4133 4.7998
H: 0.7560 -0.0805 5.0478
C: 0.8871 0.8515 -4.3157
O: 0.7074 -0.5908 -4.0437
C: 0.3158 -0.6573 -2.8090
N: 0.2876 0.4094 -2.0919
C: 0.9181 1.4921 -2.9159
C: 0.2706 2.8466 -2.8944
C: -1.1095 3.0042 -2.8694
C: -1.6668 4.2729 -2.9517
C: -0.8484 5.3880 -3.0820
C: 0.5308 5.2316 -3.1370
C: 1.0877 3.9635 -3.0394
C: -0.0736 -1.9363 -2.2089
C: -0.2156 -3.1206 -2.8849
C: -0.6923 -4.2217 -2.1804
C: -1.0589 -4.0587 -0.8529
C: -0.8871 -2.8190 -0.2704
N: -0.3439 -1.7860 -0.9081
C: -1.3932 -2.4549 1.0604
N: -1.5219 -1.2351 1.4223
C: -1.9290 -1.2920 2.8805
C: -2.2692 -2.7871 3.0581
O: -1.7085 -3.4323 1.8696
C: -3.0459 -0.3784 3.3378
C: -3.9748 -0.8448 4.2667
C: -4.9615 -0.0033 4.7614
C: -5.0275 1.3171 4.3439
C: -4.0826 1.7978 3.4489
C: -3.0944 0.9554 2.9588
H: 0.0319 1.1765 -4.9012
H: 1.8039 0.9702 -4.8812
H: 1.9472 1.5882 -2.5700
H: -1.7529 2.1333 -2.8204
H: -2.7431 4.3935 -2.9328
H: -1.2848 6.3755 -3.1588
H: 1.1702 6.0959 -3.2658
H: 2.1674 3.8440 -3.0907
H: 0.0217 -3.1660 -3.9396
H: -0.8141 -5.1786 -2.6709
H: -1.4937 -4.8609 -0.2729
H: -1.0321 -1.0522 3.4553
H: -3.3366 -2.9782 3.0532
H: -1.8060 -3.2518 3.9213
H: -3.9466 -1.8657 4.6296
H: -5.6787 -0.3833 5.4773
H: -5.7991 1.9705 4.7301
H: -4.1049 2.8383 3.1479
H: -2.3191 1.3486 2.3252
C: -5.3728 0.4157 -2.2521
N: -4.2053 0.9263 -1.4995
C: -4.2641 2.1368 -0.8782
C: -3.2582 2.6701 -0.1385
C: -2.1169 1.8608 -0.0194
O: -1.0348 2.0494 0.6497
N: -2.0698 0.6724 -0.6610
C: -3.0806 0.1121 -1.4095
O: -2.9903 -0.9720 -1.9438
H: -5.8915 1.2599 -2.6963
H: -6.0394 -0.1258 -1.5850
H: -5.0212 -0.2524 -3.0286
H: -5.1981 2.6677 -1.0152
H: -3.3358 3.6322 0.3429

---

[2]
Below is a structure of composition C36H40OsP4S3Sb at a distorted geometry, with properties calculated with ωB97M-V with the def2-TZVPD basis set.

For the HOMO-LUMO gap (alpha / beta), the calculation gives 5.622 / 5.530 eV. The calculation puts the energy relative to the best compared isomer or geometry (same formula, charge and spin) at 54.19 kcal/mol. Its expectation value of S² is 0.76. The multiplicity is 2. As for the net charge: +2. For the HOMO energy (alpha / beta), the calculation gives -13.125 / -13.048 eV. The calculation puts the largest force on an atom at 2.956 eV Å⁻¹.

Atoms and positions in Å:
Os: -1.1729 0.6493 0.9812
S: -3.7761 1.8134 0.0149
Sb: -2.3435 3.6029 0.2302
S: -1.5524 2.5199 2.2867
S: -0.2277 2.1511 -0.5833
C: 1.7723 0.9898 3.4146
P: 0.4298 -0.1331 2.9223
C: 1.1598 -1.7838 3.2188
C: -0.7656 -0.0031 4.2968
C: -0.3970 0.3973 5.5754
C: -1.3598 0.5721 6.5606
C: -2.6953 0.3486 6.2704
C: -3.0674 -0.0873 5.0053
C: -2.1048 -0.2791 4.0225
P: -2.5116 -0.7905 2.3302
C: -2.1158 -2.5749 2.2524
C: -4.3204 -0.7961 2.2561
H: 2.1531 0.6984 4.3919
H: 1.3965 2.0117 3.4556
H: 2.5918 0.9314 2.6988
H: 1.7650 -1.7318 4.1235
H: 1.7928 -2.0833 2.3816
H: 0.3788 -2.5248 3.3637
H: 0.6362 0.6069 5.8166
H: -1.0655 0.9017 7.5476
H: -3.4532 0.5196 7.0228
H: -4.1134 -0.2652 4.7996
H: -2.2894 -3.0366 3.2247
H: -1.0833 -2.7247 1.9459
H: -2.7622 -3.0419 1.5110
H: -4.7076 -1.4283 3.0554
H: -4.6446 -1.2046 1.3024
H: -4.7061 0.2175 2.3532
C: 0.9258 -1.4876 -0.7688
C: 1.8800 -0.3275 -0.4056
P: 1.8020 1.1963 -1.4485
C: 2.7659 0.8946 -2.9587
C: 3.9797 0.2191 -2.8409
C: 4.7858 0.0816 -3.9595
C: 4.3914 0.6175 -5.1788
C: 3.1951 1.3122 -5.2830
C: 2.3754 1.4498 -4.1737
C: 2.8102 2.4361 -0.5934
C: 3.7207 3.2040 -1.3245
C: 4.3563 4.2840 -0.7294
C: 4.0752 4.6217 0.5838
C: 3.1794 3.8558 1.3219
C: 2.5503 2.7743 0.7375
P: -0.8080 -0.9090 -0.8220
C: -1.0040 -0.2755 -2.5310
C: -2.1961 0.3776 -2.8422
C: -2.4793 0.7449 -4.1447
C: -1.5728 0.4638 -5.1611
C: -0.3912 -0.1891 -4.8619
C: -0.1019 -0.5575 -3.5516
C: -1.8940 -2.3530 -1.0107
C: -3.2602 -2.1096 -0.8711
C: -4.1800 -3.1096 -1.1394
C: -3.7386 -4.3615 -1.5495
C: -2.3815 -4.6023 -1.7015
C: -1.4562 -3.6006 -1.4401
H: 1.0097 -2.2683 -0.0093
H: 1.1780 -1.9374 -1.7278
H: 2.9083 -0.6894 -0.4184
H: 1.6523 0.0301 0.5964
H: 4.3197 -0.1689 -1.8906
H: 5.7318 -0.4345 -3.8678
H: 5.0262 0.4989 -6.0465
H: 2.9037 1.7553 -6.2257
H: 1.4422 1.9935 -4.2466
H: 3.9514 2.9534 -2.3502
H: 5.0645 4.8689 -1.3003
H: 4.5534 5.4800 1.0362
H: 2.9617 4.1183 2.3492
H: 1.8389 2.1969 1.3064
H: -2.9115 0.6016 -2.0625
H: -3.4136 1.2396 -4.3754
H: -1.7956 0.7444 -6.1817
H: 0.3093 -0.4357 -5.6496
H: 0.8230 -1.0844 -3.3646
H: -3.5959 -1.1272 -0.5579
H: -5.2392 -2.9074 -1.0449
H: -4.4526 -5.1467 -1.7579
H: -2.0359 -5.5687 -2.0433
H: -0.4000 -3.8051 -1.5682

---

[3]
Below is a structure of composition C36H41As2N3O8RuS4 at a distorted geometry, with properties calculated with ωB97M-V with the def2-TZVPD basis set.

For the HOMO-LUMO gap (alpha / beta), the calculation gives 6.804 / 7.061 eV. The calculation puts the energy relative to the best compared isomer or geometry (same formula, charge and spin) at 40.77 kcal/mol. Its expectation value of S² is 0.79. The multiplicity is 2. As for the net charge: -1. For the HOMO energy (alpha / beta), the calculation gives -5.315 / -5.195 eV. The calculation puts the largest force on an atom at 4.058 eV Å⁻¹.

Atoms and positions in Å:
Ru: -0.0116 -0.1851 0.4199
C: 1.4661 3.6085 -1.1861
As: 1.2594 2.2195 0.2102
C: 2.9577 2.6162 1.0866
C: -0.0747 3.1752 1.3083
C: 0.2639 4.1091 2.2781
C: -0.7037 4.6813 3.0919
C: -2.0314 4.3112 2.9492
C: -2.3858 3.3882 1.9761
C: -1.4199 2.8317 1.1451
As: -1.8772 1.4615 -0.1701
C: -3.8193 1.3424 -0.0744
C: -1.7997 2.4960 -1.8516
H: 1.9172 4.4901 -0.7335
H: 0.5163 3.8851 -1.6372
H: 2.1298 3.1945 -1.9435
H: 3.0447 3.6820 1.2958
H: 3.7297 2.3241 0.3781
H: 3.0434 2.0360 2.0004
H: 1.3025 4.3839 2.4192
H: -0.4202 5.4083 3.8427
H: -2.7907 4.7348 3.5944
H: -3.4208 3.0859 1.8752
H: -4.2614 2.3347 -0.1577
H: -4.1343 0.8302 0.8349
H: -4.1252 0.7300 -0.9214
H: -2.0241 3.5459 -1.6740
H: -2.5410 2.0652 -2.5235
H: -0.8205 2.3839 -2.3129
C: 3.9339 -5.1193 4.5144
C: 3.0999 -3.8860 4.2949
C: 2.3896 -3.2807 5.3227
C: 1.6417 -2.1332 5.0884
C: 1.6054 -1.5979 3.8140
C: 2.2835 -2.2057 2.7667
C: 3.0330 -3.3397 3.0146
S: 0.6256 -0.1502 3.4577
O: 0.2054 0.3934 4.7271
O: 1.4645 0.7167 2.6429
N: -0.5387 -0.6257 2.4966
C: -1.7526 -1.2259 2.9803
C: -2.8256 -1.0372 1.8763
O: -4.0009 -0.8608 2.2182
O: -2.3653 -1.0746 0.6934
H: 3.9407 -5.4248 5.5601
H: 4.9593 -4.9313 4.1911
H: 3.5471 -5.9437 3.9103
H: 2.4324 -3.7010 6.3212
H: 1.0939 -1.6392 5.8808
H: 2.2416 -1.7684 1.7788
H: 3.5730 -3.8163 2.2050
H: -2.0858 -0.7648 3.9104
H: -1.6492 -2.3120 3.1400
S: -0.1441 -0.3855 -2.4028
C: 0.2809 -1.9075 -1.8161
N: -0.0072 -2.3125 -0.6149
C: 0.4493 -3.5789 -0.3389
C: 0.2672 -4.2798 0.8499
C: 0.7671 -5.5648 0.9541
C: 1.4528 -6.1603 -0.1041
C: 1.6461 -5.4750 -1.2941
C: 1.1345 -4.1911 -1.4050
S: 1.1869 -3.0989 -2.7641
H: -0.2549 -3.8020 1.6692
H: 0.6339 -6.1149 1.8776
H: 1.8325 -7.1694 -0.0039
H: 2.1773 -5.9306 -2.1206
C: 7.7417 3.4402 -0.2861
C: 7.5929 1.9688 -0.0125
C: 8.2263 1.0239 -0.8162
C: 8.0450 -0.3309 -0.5914
C: 7.2221 -0.7394 0.4453
C: 6.5928 0.1794 1.2684
C: 6.7873 1.5308 1.0359
S: 6.8663 -2.4737 0.6030
O: 8.0571 -3.2037 0.2633
O: 6.2338 -2.6911 1.8677
N: 5.7733 -2.8171 -0.5804
C: 4.4396 -2.1960 -0.5301
C: 4.2989 -0.8989 -1.3304
C: 3.0504 -0.0873 -0.9142
O: 2.9859 1.0967 -1.2817
O: 2.1964 -0.7198 -0.2320
H: 8.5368 3.6314 -1.0052
H: 7.9611 3.9900 0.6298
H: 6.8083 3.8344 -0.6932
H: 8.8567 1.3512 -1.6343
H: 8.5321 -1.0777 -1.2058
H: 5.9497 -0.1730 2.0658
H: 6.2888 2.2587 1.6649
H: 6.2082 -2.8389 -1.4949
H: 4.2250 -2.0171 0.5215
H: 3.7123 -2.9209 -0.8988
H: 4.1944 -1.1181 -2.3963
H: 5.1614 -0.2479 -1.2018

---

[4]
Below is a structure of composition C36H41Cl2F5FeO4SSe at a distorted geometry, with properties calculated with ωB97M-V with the def2-TZVPD basis set.

For the HOMO-LUMO gap (alpha / beta), the calculation gives 7.582 / 6.908 eV. Its expectation value of S² is 8.76. The multiplicity is 6. As for the net charge: -1. For the HOMO energy (alpha / beta), the calculation gives -5.292 / -5.149 eV. The calculation puts the largest force on an atom at 1.523 eV Å⁻¹.

Atoms and positions in Å:
Fe: -1.3957 -0.5833 -2.3187
C: -3.0160 3.6320 3.8881
C: -2.9708 2.1252 4.1398
C: -2.0157 1.8578 5.3113
C: -4.3842 1.6581 4.5165
C: -2.4925 1.3582 2.9070
C: -2.0696 1.9730 1.7380
C: -1.6588 1.2151 0.6504
Se: -1.0902 2.1140 -0.9359
C: 0.7785 1.7202 -0.8886
C: 1.6572 2.5779 -0.2510
C: 3.0123 2.2852 -0.1781
C: 3.4203 1.0603 -0.6989
C: 2.5722 0.1713 -1.3547
C: 1.2245 0.5578 -1.5428
O: 0.4067 -0.1526 -2.3083
C: 3.0696 -1.2177 -1.7791
C: 4.5435 -1.4335 -1.4381
C: 2.9114 -1.4306 -3.2948
C: 2.2507 -2.2676 -1.0110
C: 3.9841 3.3013 0.4212
C: 3.5590 3.6702 1.8470
C: 5.4188 2.7757 0.4646
C: 3.9664 4.5641 -0.4561
C: -1.7224 -0.1918 0.6427
O: -1.4963 -0.8779 -0.4571
C: -2.0408 -0.8323 1.8649
C: -2.4324 -0.0333 2.9326
C: -1.9937 -2.3540 2.1186
C: -1.4561 -3.2011 0.9592
C: -3.4102 -2.8573 2.4366
C: -1.0752 -2.6153 3.3247
H: -3.3934 4.1399 4.7792
H: -3.6781 3.8756 3.0546
H: -2.0238 4.0316 3.6690
H: -2.3431 2.3946 6.2069
H: -1.0055 2.1867 5.0587
H: -1.9708 0.7935 5.5488
H: -4.7721 2.2473 5.3528
H: -4.3923 0.6072 4.8109
H: -5.0612 1.7755 3.6681
H: -2.0457 3.0502 1.6425
H: 1.2556 3.4794 0.1972
H: 4.4557 0.7747 -0.5880
H: 5.1888 -0.7240 -1.9626
H: 4.8333 -2.4392 -1.7518
H: 4.7316 -1.3515 -0.3650
H: 3.5347 -0.7211 -3.8462
H: 1.8814 -1.2915 -3.6104
H: 3.2285 -2.4446 -3.5607
H: 2.3492 -2.1089 0.0661
H: 2.6033 -3.2750 -1.2497
H: 1.1963 -2.2023 -1.2618
H: 3.5389 2.7828 2.4833
H: 2.5656 4.1202 1.8669
H: 4.2620 4.3881 2.2803
H: 5.5039 1.8891 1.0972
H: 6.0744 3.5467 0.8759
H: 5.7831 2.5253 -0.5337
H: 2.9817 5.0347 -0.4487
H: 4.2054 4.3082 -1.4904
H: 4.7009 5.2938 -0.1015
H: -2.7153 -0.5349 3.8519
H: -2.0724 -3.1118 0.0692
H: -1.4511 -4.2485 1.2778
H: -0.4377 -2.9184 0.6910
H: -4.0565 -2.7363 1.5647
H: -3.8585 -2.3098 3.2679
H: -3.3831 -3.9187 2.7016
H: -0.0919 -2.1709 3.1570
H: -0.9444 -3.6920 3.4656
H: -1.4800 -2.2045 4.2515
F: 1.7581 -5.9673 -4.8963
C: 0.9581 -4.8957 -4.8328
C: 0.4417 -4.4759 -3.6229
F: 0.7393 -5.1423 -2.5036
C: -0.3780 -3.3687 -3.5919
F: -0.8567 -3.0130 -2.3703
C: -0.7460 -2.6295 -4.7108
S: -1.8037 -1.2333 -4.6185
C: -0.2155 -3.1010 -5.9095
F: -0.5113 -2.4782 -7.0565
C: 0.6246 -4.1976 -5.9773
F: 1.1200 -4.5963 -7.1553
Cl: -5.4100 1.6418 -4.5898
C: -4.9800 1.2959 -2.9063
Cl: -4.9332 2.7905 -1.9341
C: -3.6205 0.6153 -2.8091
O: -3.5687 -0.4349 -2.1140
O: -2.6199 1.1156 -3.3520
H: -5.7500 0.6643 -2.4844